3 unconnected molecules or ions with the total composition C30H57N4O5P in a non-equilibrium geometry, computed with the ωB97M-V functional and the def2-TZVPD basis.

Each line ends with the Mulliken charge.
CARTESIAN COORDINATES (ANGSTROEM)
C -5.688 5.215 4.384  -0.6773
O -6.286 5.741 3.202  -0.3961
C -6.329 4.756 2.163  0.4133
C -6.896 5.397 0.888  -0.9327
C -5.873 6.149 -0.023  -1.0815
C -4.381 6.036 0.386  -0.8954
C -3.661 4.789 -0.260  0.3127
C -4.556 3.595 -0.371  -0.3205
N -5.346 2.801 -0.316  -0.5103
C -2.247 4.480 0.382  1.5515
C -1.386 3.959 -0.746  -0.7763
N -0.708 3.562 -1.552  -0.4393
C -2.281 3.542 1.637  0.4097
C -1.687 2.120 1.425  -0.8820
C -2.630 1.120 0.692  -0.3797
O -3.822 0.878 1.433  -0.5246
P -1.409 6.082 0.930  0.2132
O -1.819 6.512 2.295  -0.6438
H -6.408 5.098 5.213  0.3021
H -4.897 5.928 4.688  0.2534
H -5.211 4.230 4.216  0.2410
H -5.367 4.229 2.039  -0.4724
H -7.071 3.997 2.502  0.4207
H -7.452 4.628 0.324  0.4455
H -7.662 6.134 1.196  0.4105
H -5.952 5.711 -1.041  0.2497
H -6.140 7.211 -0.152  0.4938
H -3.870 6.904 -0.075  0.4304
H -4.185 6.125 1.468  0.5882
H -3.445 5.106 -1.299  0.5685
H -1.682 4.012 2.441  0.5964
H -3.314 3.498 2.022  -0.8581
H -0.674 2.125 0.991  0.2509
H -1.568 1.683 2.439  0.4902
H -2.835 1.408 -0.354  0.2988
H -2.088 0.155 0.679  0.3720
H -3.871 1.485 2.181  0.3170
H -1.727 7.136 0.027  0.1054
H -0.013 5.799 0.950  0.1389
C 0.969 -1.133 -2.049  -1.7601
C 1.846 0.121 -1.814  1.9551
C 1.690 1.101 -2.987  -1.2830
C 2.456 0.698 -4.245  -0.6585
C 3.912 0.381 -3.918  -1.4197
C 4.051 -0.665 -2.806  1.6872
N 3.261 -0.303 -1.597  0.6005
O 3.886 0.660 -0.975  -0.6255
C 3.616 -2.043 -3.347  -1.3698
C 5.537 -0.853 -2.475  -1.7673
C 1.245 0.788 -0.571  -1.8855
H 1.398 -2.015 -1.569  0.2257
H -0.030 -1.015 -1.625  0.4231
H 0.816 -1.354 -3.106  0.2984
H 2.040 2.093 -2.681  0.4352
H 0.631 1.216 -3.231  0.3360
H 1.976 -0.158 -4.729  0.3452
H 2.416 1.514 -4.971  0.4126
H 4.421 0.034 -4.821  0.3901
H 4.417 1.307 -3.624  0.3564
H 3.640 -2.800 -2.559  -0.0219
H 4.294 -2.372 -4.138  0.4840
H 2.624 -2.049 -3.791  0.3276
H 6.021 0.078 -2.181  0.3776
H 6.075 -1.223 -3.350  0.4323
H 5.672 -1.579 -1.670  0.3545
H 1.346 0.145 0.309  0.4847
H 0.182 0.983 -0.721  0.3215
H 1.706 1.751 -0.349  0.4602
C 3.884 -7.167 1.220  -1.9430
C 3.410 -6.062 0.243  2.0402
C 3.940 -4.692 0.699  -0.7211
C 3.185 -4.087 1.879  -0.6069
C 1.681 -4.092 1.621  -0.8903
C 1.149 -5.481 1.256  1.7241
N 1.921 -6.099 0.141  0.4177
O 1.573 -5.508 -0.970  -0.5785
C 1.183 -6.383 2.507  -1.7854
C -0.345 -5.375 0.923  -1.7834
C 4.090 -6.404 -1.090  -1.8090
H 3.177 -7.997 1.258  0.3435
H 4.838 -7.595 0.907  0.5108
H 4.041 -6.799 2.234  0.3142
H 3.882 -3.985 -0.137  -0.2777
H 4.999 -4.776 0.954  0.3958
H 3.417 -4.626 2.802  0.3117
H 3.522 -3.060 2.037  0.4652
H 1.162 -3.711 2.504  0.4167
H 1.461 -3.385 0.813  -0.0245
H 0.872 -7.402 2.264  0.3711
H 0.498 -6.004 3.267  0.4355
H 2.157 -6.433 2.988  0.3083
H -0.544 -4.670 0.116  0.3045
H -0.902 -5.023 1.792  0.4170
H -0.753 -6.347 0.637  0.4560
H 3.735 -7.361 -1.478  0.4703
H 5.170 -6.478 -0.953  0.4613
H 3.925 -5.640 -1.850  0.2556

Atoms 1-2, force components in eV/Å:
0.51 0.39 0.24
0.70 -0.63 -0.19

Results
- Orbital gap (alpha / beta): 9.02 / 9.54 eV
- Calculated total energy: -57515.470 eV
- Highest occupied orbital energy (alpha / beta): -8.59 / -9.37 eV
- Spin multiplicity: 3
- LUMO energy (alpha / beta): 0.0159 / 0.0066 Ha


8 unconnected molecules or ions with the total composition C30H58N2O26P4 in a non-equilibrium geometry, computed with the ωB97M-V functional and the def2-TZVPD basis.

Each line ends with the Mulliken charge.
CARTESIAN COORDINATES (ANGSTROEM)
C 5.354 1.695 -7.181  -0.6926
C 4.327 0.872 -6.968  0.2034
C 3.589 0.733 -5.606  0.5875
O 2.606 0.098 -5.401  -0.5133
C 4.453 1.410 -4.571  -0.4434
C 5.572 2.162 -4.786  0.2128
C 5.963 2.528 -6.151  0.7040
O 6.783 3.446 -6.470  -0.6620
O 6.116 2.819 -3.721  -0.4809
O 3.587 0.343 -7.996  -0.5848
H 5.725 1.830 -8.186  0.4277
H 4.137 1.277 -3.547  0.4582
H 6.975 3.158 -3.984  0.2989
H 2.689 0.254 -7.669  0.3606
C -0.062 0.997 -1.307  -0.8684
C -0.620 0.228 -0.295  0.1432
C -0.672 -1.241 -0.366  0.2543
O -1.296 -2.069 0.360  -0.0735
C 0.124 -1.700 -1.383  -0.2716
C 0.865 -0.993 -2.274  0.2647
C 0.704 0.458 -2.452  0.7684
O 1.129 1.271 -3.313  -0.8363
O 1.569 -1.429 -3.319  -0.6756
O -1.246 0.773 0.756  -0.5994
H 0.039 2.029 -1.004  0.3914
H 0.258 -2.767 -1.283  -0.0110
H 1.549 -0.775 -4.021  0.4572
H -1.600 0.044 1.271  0.2322
C 2.379 4.553 -3.806  0.4771
O 1.602 4.823 -4.776  -0.7117
N 2.730 5.430 -2.810  0.2209
C 3.906 5.050 -1.928  -0.9563
C 2.394 6.892 -2.907  -1.0199
H 2.785 3.547 -3.614  0.0799
H 4.865 5.349 -2.351  0.3797
H 3.983 3.993 -1.673  0.1165
H 3.782 5.604 -0.997  0.4271
H 1.631 7.043 -2.143  0.2717
H 3.294 7.484 -2.739  0.3349
H 1.927 7.208 -3.839  0.3606
C 1.871 5.823 1.576  -0.1212
O 2.439 6.685 2.304  -0.7308
N 2.342 4.654 1.062  0.6463
C 3.646 4.012 1.358  -1.0298
C 1.466 3.746 0.364  -1.2674
H 0.891 5.964 1.093  0.4701
H 4.069 3.534 0.474  0.2768
H 3.571 3.173 2.049  0.3126
H 4.403 4.702 1.732  0.3584
H 0.488 4.151 0.107  0.5009
H 2.023 3.369 -0.494  0.1346
H 1.440 2.999 1.157  0.4313
C 0.271 3.307 6.903  -0.5936
O 0.419 3.907 5.661  -0.4059
P -0.091 3.240 4.238  1.3053
O 0.703 2.070 3.857  -0.7071
O -1.693 2.906 4.450  -0.4516
C -2.530 2.587 3.405  -0.5159
O -0.132 4.567 3.263  -0.0358
C -0.777 5.799 3.695  -0.7505
H -0.161 3.910 7.702  0.2517
H 1.260 3.047 7.282  0.2427
H -0.429 2.483 6.769  0.2049
H -3.203 1.819 3.787  0.1938
H -2.015 2.236 2.511  0.2592
H -3.205 3.398 3.131  0.2718
H -0.637 6.009 4.756  0.2846
H -1.810 5.649 3.383  0.2731
H -0.393 6.615 3.083  0.2658
C -2.920 -4.324 -1.662  -0.2702
O -2.104 -3.630 -2.588  -0.0685
P -2.660 -3.031 -4.008  0.7930
O -1.656 -2.470 -4.872  -0.6875
O -3.598 -4.104 -4.826  -0.3731
C -4.870 -3.760 -5.326  -0.6382
O -3.741 -1.869 -3.623  -0.3996
C -3.458 -0.858 -2.754  -0.1575
H -3.993 -4.164 -1.768  0.3585
H -2.574 -4.227 -0.633  -0.1290
H -2.701 -5.374 -1.857  0.2347
H -5.502 -3.498 -4.477  0.2676
H -5.333 -4.487 -5.992  0.2561
H -4.863 -2.820 -5.879  0.3008
H -3.562 -1.312 -1.768  0.0875
H -4.108 -0.006 -2.953  0.3179
H -2.419 -0.543 -2.850  0.0681
C -3.241 -3.574 2.265  -0.4902
O -2.847 -3.106 3.541  -0.2205
P -2.334 -1.596 3.766  1.4084
O -2.674 -0.670 2.643  -0.9923
O -3.095 -1.094 5.032  -0.3979
C -2.946 -1.599 6.379  -0.4311
O -0.763 -1.614 4.088  -0.3177
C 0.007 -2.497 3.445  -0.1518
H -4.163 -4.091 2.530  0.4919
H -2.501 -4.067 1.634  -0.2527
H -3.709 -2.794 1.664  0.3537
H -2.669 -2.651 6.303  0.0713
H -3.934 -1.542 6.836  0.2612
H -2.208 -1.049 6.964  0.2050
H 0.436 -3.104 4.242  0.2717
H 0.817 -1.962 2.949  0.3105
H -0.514 -3.062 2.673  -0.1908
C 0.698 -6.046 0.488  -0.4299
O -0.104 -5.570 1.500  -0.1235
P -0.900 -6.462 2.546  1.0087
O -0.281 -7.672 3.115  -0.7986
O -1.268 -5.423 3.670  -0.0766
C -2.347 -5.729 4.580  -0.8063
O -2.307 -6.638 1.735  -0.2180
C -2.431 -7.585 0.687  -0.5849
H 0.755 -5.214 -0.215  0.0388
H 0.207 -6.877 -0.019  0.2498
H 1.733 -6.185 0.799  0.2263
H -3.371 -5.595 4.232  0.2758
H -2.304 -5.086 5.459  0.1947
H -2.353 -6.769 4.907  0.3700
H -3.229 -8.284 0.936  0.2415
H -1.521 -8.127 0.430  0.3855
H -2.699 -6.970 -0.172  0.0514

Atoms 1-2, force components in eV/Å:
0.40 -0.07 -0.43
-3.28 0.07 -0.58

Results
- Orbital gap (alpha / beta): 3.20 / 4.96 eV
- Calculated total energy: -125426.238 eV
- Highest occupied orbital energy (alpha / beta): -2.88 / -4.63 eV
- Spin multiplicity: 2
- Net charge: -1
- LUMO energy (alpha / beta): 0.0119 / 0.0121 Ha


3 unconnected molecules or ions with the total composition C30H58N2O6S in a non-equilibrium geometry, computed with the ωB97M-V functional and the def2-TZVPD basis.

Each line ends with the Mulliken charge.
CARTESIAN COORDINATES (ANGSTROEM)
C -2.169 -3.641 -2.893  -0.7310
C -1.931 -2.354 -2.453  -0.8762
C -1.353 -1.929 -1.113  -0.5099
C -2.312 -1.813 0.113  2.9516
C -3.791 -1.611 -0.193  -1.6437
C -4.250 -0.202 -0.611  -1.0350
C -3.571 0.419 -1.824  -0.0182
C -4.009 1.893 -1.999  -1.1903
C -5.367 2.059 -2.716  -0.5454
C -6.544 2.176 -1.707  -1.0900
C -1.737 -0.795 1.131  -0.8616
C -1.361 0.613 0.720  0.0762
C -0.715 1.349 1.934  -1.1089
C -0.948 2.867 1.878  0.3672
C -1.263 3.439 3.265  -1.5282
O -0.432 -1.437 1.380  -0.4545
C -0.708 -2.728 1.666  -0.1917
O -0.008 -3.384 2.379  -0.5336
C -2.052 -3.093 0.995  0.8428
C -3.042 -3.346 2.151  -1.5377
C -2.705 -4.553 3.046  -0.6833
C -2.373 -4.096 4.481  -0.2217
C -1.575 -5.135 5.284  -1.0440
N -0.127 -5.078 5.096  -0.6318
N -2.105 -4.300 0.158  -0.4946
C -1.179 -5.080 0.095  0.4971
S -0.050 -6.147 -0.010  -0.3788
H -3.002 -4.216 -2.499  0.2678
H -1.558 -4.093 -3.670  0.2655
H -2.135 -1.537 -3.148  0.3887
H -0.544 -2.624 -0.912  0.7093
H -0.883 -0.969 -1.308  0.4071
H -4.392 -1.870 0.677  0.2492
H -4.114 -2.300 -0.979  0.4607
H -5.310 -0.298 -0.864  0.5355
H -4.217 0.451 0.263  0.3843
H -2.486 0.444 -1.742  -0.0649
H -3.852 -0.104 -2.739  0.6399
H -4.006 2.393 -1.027  0.3089
H -3.223 2.378 -2.584  0.5103
H -5.303 2.969 -3.307  0.4157
H -5.494 1.175 -3.337  0.2488
H -7.258 1.373 -1.882  0.2877
H -6.165 2.038 -0.697  0.2783
H -7.018 3.148 -1.802  0.3374
H -2.248 -0.789 2.093  0.3556
H -2.217 1.216 0.432  -0.2453
H -0.607 0.622 -0.063  0.3589
H -1.096 0.950 2.874  0.4813
H 0.352 1.149 1.854  0.3125
H -1.796 3.124 1.238  0.0992
H -0.084 3.386 1.462  -0.0037
H -2.106 2.921 3.723  0.4226
H -1.584 4.475 3.139  0.4314
H -0.389 3.450 3.913  0.3085
H -4.006 -3.545 1.681  0.6958
H -3.201 -2.469 2.780  0.2779
H -1.830 -5.106 2.710  0.1014
H -3.558 -5.227 3.116  0.4032
H -1.729 -3.216 4.380  0.1829
H -3.265 -3.749 5.008  0.4250
H -1.953 -6.135 5.072  0.3880
H -1.763 -4.926 6.341  0.3554
H 0.172 -4.119 4.968  0.2935
H 0.112 -5.549 4.232  0.2976
C 2.448 5.598 0.843  -0.7079
O 2.107 5.447 -0.523  -0.2974
C 2.886 6.254 -1.391  -0.5248
C 3.996 5.460 -2.046  -0.5215
O 4.951 5.008 -1.102  -0.3903
C 4.771 3.651 -0.729  -0.5625
H 2.006 4.764 1.388  0.1470
H 3.528 5.587 1.001  0.3692
H 2.033 6.533 1.235  0.3342
H 3.296 7.115 -0.855  0.3216
H 2.216 6.629 -2.171  0.3520
H 4.522 6.110 -2.753  0.3992
H 3.579 4.618 -2.608  0.3090
H 5.133 2.984 -1.518  0.1982
H 3.724 3.424 -0.518  0.2955
H 5.357 3.473 0.172  0.2701
C 5.947 -2.183 -3.555  -0.7093
O 7.228 -1.613 -3.358  -0.3782
C 7.248 -0.203 -3.504  -0.6210
C 7.226 0.504 -2.167  -0.3964
O 6.007 0.287 -1.473  -0.2820
C 6.110 -0.704 -0.464  -0.8028
H 5.974 -3.199 -3.167  0.2455
H 5.169 -1.625 -3.029  0.3069
H 5.706 -2.221 -4.623  0.3197
H 6.413 0.132 -4.127  0.3107
H 8.179 0.054 -4.020  0.3923
H 7.309 1.582 -2.341  0.3634
H 8.079 0.195 -1.556  0.3531
H 6.623 -0.301 0.416  0.3070
H 6.643 -1.589 -0.818  0.3669
H 5.100 -0.992 -0.178  0.2364

Atoms 1-2, force components in eV/Å:
-0.25 0.68 0.37
-0.18 -0.49 -0.30

Results
- Orbital gap: 7.92 eV
- SMILES: C=CC[C@]1(CCCCCC)[C@H](CCCC)OC(=O)[C@]1(CCCCN)N=C=S.COCCOC.COCCOC
- Relative energy (zero: lowest compared OMol25 entry of this formula, charge and spin): 103.4 kcal per mole
- Calculated total energy: -58145.010 eV
- Highest occupied orbital energy: -7.81 eV
- LUMO energy: 0.0039 Ha


3 unconnected molecules or ions with the total composition C30H58N4O5 in a non-equilibrium geometry, computed with the ωB97M-V functional and the def2-TZVPD basis.

Each line ends with the Mulliken charge.
CARTESIAN COORDINATES (ANGSTROEM)
C 0.901 -0.351 0.865  0.1999
C 2.285 -0.227 1.693  -0.6321
N 3.511 -0.363 0.851  -0.0749
C 3.889 -1.774 0.585  -0.3480
C 4.686 -1.696 -0.842  -0.8977
C 3.396 -1.736 -1.785  2.3845
C 3.547 -1.625 -3.377  -1.0059
C 2.949 -0.204 -3.871  -0.3856
C 1.349 -0.109 -3.776  -0.6595
C 0.829 1.084 -2.794  -0.1639
N 1.107 2.452 -3.305  0.0198
C 2.323 3.064 -2.795  0.5291
C 3.158 2.653 -1.503  -0.2913
O 2.751 4.087 -3.431  -0.6989
C 2.668 -3.009 -1.137  0.0724
O 2.108 -3.990 -1.668  -0.5860
O 2.865 -2.751 0.279  -0.2382
H 1.051 -0.897 -0.129  -0.3200
H 0.213 -1.033 1.493  0.1838
H 0.367 0.643 0.701  0.0191
H 2.299 0.854 2.107  0.3023
H 2.304 -0.898 2.638  0.3156
H 4.296 0.186 1.236  0.2987
H 4.556 -2.268 1.386  0.2395
H 5.364 -2.600 -0.985  0.3662
H 5.141 -0.648 -0.852  0.3093
H 2.698 -0.859 -1.541  -1.4084
H 4.677 -1.652 -3.616  0.3401
H 3.065 -2.470 -3.971  0.2908
H 3.499 0.647 -3.349  0.2159
H 3.215 -0.121 -4.993  0.3652
H 0.820 -0.102 -4.792  0.4415
H 0.993 -1.081 -3.254  0.1856
H 1.142 0.880 -1.719  -0.1949
H -0.325 0.966 -2.806  0.3409
H 1.232 2.373 -4.325  0.3491
H 3.092 1.537 -1.248  -0.2151
H 2.817 3.233 -0.574  0.1975
H 4.266 2.895 -1.670  0.2855
C -3.300 6.388 1.321  -1.7442
C -2.142 5.368 1.521  2.0544
C -0.835 6.109 1.882  -1.3407
C -0.191 6.831 0.700  -0.6868
C -0.004 5.876 -0.472  -0.8017
C -1.306 5.153 -0.877  1.8722
N -2.004 4.528 0.291  0.1605
O -1.314 3.406 0.630  -0.4394
C -2.248 6.162 -1.578  -1.9948
C -0.977 4.126 -1.986  -1.6388
C -2.570 4.546 2.764  -1.9558
H -3.969 6.426 2.185  0.4824
H -2.936 7.408 1.167  0.3253
H -3.940 6.123 0.478  0.3285
H -0.103 5.397 2.284  0.3706
H -1.022 6.832 2.685  0.3507
H -0.792 7.695 0.404  0.3329
H 0.783 7.228 1.004  0.3966
H 0.395 6.433 -1.327  0.4584
H 0.765 5.141 -0.207  0.0127
H -3.214 5.704 -1.807  0.3703
H -1.818 6.497 -2.527  0.4027
H -2.426 7.068 -0.999  0.4062
H -0.223 3.402 -1.676  -0.0461
H -0.577 4.624 -2.873  0.4047
H -1.873 3.577 -2.293  0.5123
H -3.488 3.981 2.568  0.4598
H -2.762 5.207 3.616  0.4886
H -1.799 3.844 3.093  0.3374
C -1.345 -5.266 3.663  -1.7092
C -2.549 -5.068 2.699  1.8682
C -3.166 -6.436 2.328  -1.3847
C -2.323 -7.243 1.344  -0.4603
C -1.993 -6.410 0.113  -1.3785
C -1.340 -5.054 0.457  1.8800
N -2.102 -4.297 1.499  0.4073
O -3.209 -3.777 0.903  -0.5478
C 0.111 -5.300 0.936  -1.6480
C -1.163 -4.245 -0.850  -1.7077
C -3.595 -4.302 3.550  -1.8950
H -1.606 -5.039 4.701  0.4857
H -0.969 -6.293 3.658  0.3285
H -0.515 -4.598 3.427  0.2597
H -4.158 -6.288 1.883  0.3866
H -3.330 -7.032 3.234  0.3557
H -1.408 -7.602 1.825  0.2861
H -2.876 -8.138 1.041  0.4110
H -1.333 -6.987 -0.544  0.3884
H -2.916 -6.246 -0.457  0.3596
H 0.579 -4.368 1.265  0.1734
H 0.726 -5.697 0.122  0.4322
H 0.187 -6.027 1.745  0.3231
H -2.107 -4.087 -1.379  0.3728
H -0.505 -4.770 -1.548  0.4235
H -0.715 -3.267 -0.649  0.3047
H -3.224 -3.311 3.835  0.4498
H -3.820 -4.850 4.471  0.4628
H -4.550 -4.174 3.033  0.3616

Atoms 1-2, force components in eV/Å:
0.00 -1.11 0.69
-0.59 1.55 0.74

Results
- Orbital gap (alpha / beta): 9.16 / 9.27 eV
- Calculated total energy: -48242.005 eV
- Highest occupied orbital energy (alpha / beta): -8.68 / -9.31 eV
- Spin multiplicity: 3
- LUMO energy (alpha / beta): 0.0179 / -0.0015 Ha